{"formula": "C4H7NO", "method": "ωB97M-V/def2-TZVPD", "species": ["O", "N", "C", "C", "C", "C", "H", "H", "H", "H", "H", "H", "H"], "positions_angstrom": [[0.2696, 1.1593, -1.8809], [0.0295, -1.1406, 0.7159], [1.1877, -0.4550, 0.0744], [0.1933, 0.0557, -1.0217], [-0.6660, -0.0880, 1.4008], [-0.9317, -0.0532, -0.0475], [0.1412, -0.8132, -1.6831], [-0.1206, 0.6677, 1.9568], [-0.0748, 1.9350, -1.4256], [-1.5173, -0.5159, 1.9311], [1.6230, 0.3404, 0.6971], [1.9741, -1.1415, -0.2522], [-1.9714, -0.0014, -0.3912]], "atomic_forces_ev_per_a": [[0.3314, 0.4215, 0.2738], [-0.4418, 0.0111, -0.1819], [0.0565, 0.2586, -0.4622], [0.2947, -0.3061, 0.1744], [-0.0388, 0.3901, 0.3459], [-0.1139, -0.2005, -0.1371], [-0.2430, 0.1922, -0.1010], [0.1488, 0.0188, 0.0088], [0.1665, 0.0028, 0.0254], [0.0337, 0.3937, 0.0550], [-0.1423, -0.2148, -0.0565], [-0.2982, 0.1283, -0.0070], [0.2463, -1.0958, 0.0623]], "multiplicity": 1, "total_energy_ha": -286.497520, "lumo_ev": 0.785, "homo_lumo_gap_ev": 10.29}

---

{"formula": "C4H7NO", "method": "ωB97M-V/def2-TZVPD", "species": ["O", "N", "C", "C", "C", "C", "H", "H", "H", "H", "H", "H", "H"], "positions_angstrom": [[1.3487, -0.3525, -0.3703], [0.3198, -0.8796, 1.5750], [1.1952, -1.1582, 0.7045], [-0.2259, 0.4181, 1.1535], [0.2168, 0.5595, -0.3124], [-0.8549, 0.1303, -1.3128], [-1.3768, 1.0106, -1.6964], [0.6036, 1.5530, -0.5524], [-1.3128, 0.4619, 1.2682], [-1.5959, -0.5259, -0.8430], [1.8783, -2.0014, 0.7461], [0.2145, 1.1882, 1.7964], [-0.4106, -0.4042, -2.1564]], "atomic_forces_ev_per_a": [[-0.0488, -0.0562, -0.0367], [0.3027, -0.0318, -0.1714], [-0.0793, -0.1436, 0.2458], [-0.0971, 0.2414, 0.0092], [-0.1130, 0.1085, -0.0120], [-0.0186, -0.0114, 0.0224], [-0.0112, -0.1075, 0.0351], [-0.0233, -0.1735, 0.0362], [0.1484, -0.0646, -0.0258], [0.1617, 0.0383, -0.0772], [-0.1397, 0.0653, -0.0350], [-0.0903, -0.0221, -0.0643], [0.0084, 0.1571, 0.0734]], "multiplicity": 1, "total_energy_ha": -286.593226, "lumo_ev": 1.003, "homo_lumo_gap_ev": 10.61}

---

{"formula": "C4H7NO", "method": "ωB97M-V/def2-TZVPD", "species": ["O", "N", "C", "C", "C", "C", "H", "H", "H", "H", "H", "H", "H"], "positions_angstrom": [[1.4080, 0.6579, 0.2804], [1.3742, -0.6402, 0.2392], [-0.8782, 1.9743, -1.0798], [-1.0741, -0.2470, 0.2044], [-0.8149, 0.9840, -0.2196], [0.0059, -1.1150, 0.8156], [-1.0458, 2.9365, -0.7977], [2.1415, -1.1054, 0.8892], [-0.0936, -2.1777, 0.5038], [0.0603, -0.9990, 1.9040], [-1.9730, -0.7311, -0.1109], [-0.4242, 1.6680, -1.9976], [1.3140, -1.2052, -0.6312]], "atomic_forces_ev_per_a": [[1.1989, 1.0297, -0.6792], [-0.7740, -2.9719, 3.0577], [0.6775, -2.7205, 0.7342], [1.8030, 0.5759, -0.1341], [-1.5025, -1.1066, -0.8347], [0.2066, 0.0179, 0.1008], [-0.5632, 2.6204, 0.3997], [-1.4550, 0.7451, -1.6348], [-0.1549, 0.4971, 0.4724], [0.0738, -0.1981, -0.2051], [-0.5925, -0.0534, 0.1152], [0.1042, 0.5076, -0.7775], [0.9781, 1.0567, -0.6145]], "multiplicity": 1, "total_energy_ha": -286.406956, "lumo_ev": 0.554, "homo_lumo_gap_ev": 8.64}

---

{"formula": "C4H7NO", "method": "ωB97M-V/def2-TZVPD", "species": ["O", "N", "C", "C", "C", "C", "H", "H", "H", "H", "H", "H", "H"], "positions_angstrom": [[-0.1973, -1.0663, -0.6348], [-0.0117, 1.2238, -0.2625], [1.9310, -0.2702, 0.3084], [0.4825, 0.0499, 0.1297], [-1.3608, -0.6248, -0.1639], [-1.3866, 0.8622, -0.3445], [2.0518, -1.1991, 0.8689], [-2.0090, 1.4344, 0.3574], [2.4050, 0.5474, 0.8528], [-0.2765, -0.2610, 1.1331], [2.4146, -0.3782, -0.6687], [-2.2173, -1.2948, -0.2248], [-1.8257, 0.9767, -1.3512]], "atomic_forces_ev_per_a": [[-0.2571, -0.1080, -0.1776], [-0.0010, -0.2091, 0.0826], [0.0520, 0.0375, 0.0712], [0.5559, 0.1373, 0.1695], [-0.3128, -0.0552, -0.2802], [-0.2519, -0.0917, 0.0246], [-0.0053, 0.0944, -0.0667], [0.0878, -0.0873, -0.0995], [-0.0363, -0.0741, -0.0313], [0.2889, 0.2416, 0.1218], [-0.1581, 0.0187, 0.1368], [0.0322, 0.0845, -0.0208], [0.0058, 0.0114, 0.0696]], "multiplicity": 1, "total_energy_ha": -286.439272, "lumo_ev": [-0.201, -0.363], "homo_lumo_gap_ev": [8.13, 7.76]}

---

{"formula": "C4H7NO", "method": "ωB97M-V/def2-TZVPD", "species": ["O", "N", "C", "C", "C", "C", "H", "H", "H", "H", "H", "H", "H"], "positions_angstrom": [[2.9791, 0.4249, 0.7272], [2.2287, -1.0779, 0.3486], [1.8120, 0.1027, 0.2481], [-1.6632, -0.3274, 0.3190], [-0.4311, -0.3063, -0.5770], [0.5829, 0.7911, -0.1943], [0.0727, -1.2790, -0.4983], [-2.2649, 0.5795, 0.1969], [-1.3734, -0.4054, 1.3735], [-2.2946, -1.1889, 0.0823], [0.2290, 1.4299, 0.6258], [0.8368, 1.4625, -1.0235], [-0.7138, -0.2057, -1.6282]], "atomic_forces_ev_per_a": [[0.0524, 0.1060, 0.0209], [0.0382, 0.4107, 0.0416], [0.0385, -0.3331, -0.0007], [-0.0802, 0.0054, 0.0397], [-0.0678, -0.0807, -0.0988], [0.0586, -0.0690, 0.0182], [-0.1247, 0.1484, -0.0739], [0.0799, -0.1019, 0.0328], [-0.0519, 0.0093, -0.1561], [0.0441, 0.1397, 0.0403], [0.0547, -0.1381, -0.1253], [-0.0072, -0.1490, 0.1316], [-0.0346, 0.0523, 0.1297]], "multiplicity": 1, "total_energy_ha": -286.488651, "lumo_ev": 0.272, "homo_lumo_gap_ev": 10.05}

---

{"formula": "C4H7NO", "method": "ωB97M-V/def2-TZVPD", "species": ["O", "N", "C", "C", "C", "C", "H", "H", "H", "H", "H", "H", "H"], "positions_angstrom": [[-0.2768, 0.2835, -1.7183], [-1.4068, -0.3370, 0.7120], [1.1190, 0.7476, 0.1325], [-0.5347, -1.2801, 0.0759], [-1.4836, 0.8299, 0.5698], [0.4276, -0.3103, -0.7917], [-1.8093, 1.7861, 0.9386], [-0.0405, -1.8615, 0.8569], [1.0044, 0.6503, 1.2237], [-1.1169, -1.9219, -0.5943], [0.7460, 1.7337, -0.1865], [2.1867, 0.7396, -0.0797], [1.1846, -1.0598, -1.1389]], "atomic_forces_ev_per_a": [[-0.2869, 0.3056, 0.2137], [0.0861, 1.2816, -0.1946], [0.2959, -0.1099, -0.1001], [0.2042, -0.2351, 0.0526], [-0.4985, -1.0301, 0.1703], [0.1707, -0.0248, 0.4244], [-0.1802, 0.0051, -0.3941], [0.0557, 0.0006, -0.1198], [0.0283, -0.2219, -0.2765], [0.1297, 0.1521, 0.1808], [0.0959, -0.3241, 0.1080], [0.1574, 0.0549, 0.0443], [-0.2583, 0.1459, -0.1091]], "multiplicity": 1, "total_energy_ha": -286.445750, "lumo_ev": [-0.502, -0.495], "homo_lumo_gap_ev": [7.60, 7.61]}

---

What did the fourth record say?
{"formula": "C4H7NO", "method": "ωB97M-V/def2-TZVPD", "species": ["O", "N", "C", "C", "C", "C", "H", "H", "H", "H", "H", "H", "H"], "positions_angstrom": [[-0.1973, -1.0663, -0.6348], [-0.0117, 1.2238, -0.2625], [1.9310, -0.2702, 0.3084], [0.4825, 0.0499, 0.1297], [-1.3608, -0.6248, -0.1639], [-1.3866, 0.8622, -0.3445], [2.0518, -1.1991, 0.8689], [-2.0090, 1.4344, 0.3574], [2.4050, 0.5474, 0.8528], [-0.2765, -0.2610, 1.1331], [2.4146, -0.3782, -0.6687], [-2.2173, -1.2948, -0.2248], [-1.8257, 0.9767, -1.3512]], "atomic_forces_ev_per_a": [[-0.2571, -0.1080, -0.1776], [-0.0010, -0.2091, 0.0826], [0.0520, 0.0375, 0.0712], [0.5559, 0.1373, 0.1695], [-0.3128, -0.0552, -0.2802], [-0.2519, -0.0917, 0.0246], [-0.0053, 0.0944, -0.0667], [0.0878, -0.0873, -0.0995], [-0.0363, -0.0741, -0.0313], [0.2889, 0.2416, 0.1218], [-0.1581, 0.0187, 0.1368], [0.0322, 0.0845, -0.0208], [0.0058, 0.0114, 0.0696]], "multiplicity": 1, "total_energy_ha": -286.439272, "lumo_ev": [-0.201, -0.363], "homo_lumo_gap_ev": [8.13, 7.76]}